The following is a DFT calculation (the ωB97M-V functional and the def2-TZVPD basis) of a single C5H12NO molecule in a non-equilibrium geometry.

Values from the calculation:
⟨S²⟩: 0.756
F_max (eV/Å): 4.9
Lowest unoccupied orbital energy (spin up / spin down) (eV): 1.0 / -1.9
DFT total energy (a.u.): -327.54147
Kohn-Sham gap (spin up / spin down) (eV): 10.305 / 7.474
2S+1: 2
Charge: 0
Energy relative to the best compared isomer or geometry (same formula, charge and spin) (eV): 2.330

XYZ file:
```
19
Properties=species:S:1:pos:R:3:lowdin_spin:R:1
C -0.098 0.464 0.267 0.01
C -0.230 -1.078 0.291 0.00
C -1.422 -1.238 1.312 0.00
C -0.220 -1.612 -1.106 0.00
N 0.854 1.030 -0.759 0.03
C 1.478 2.244 -0.236 0.11
O 1.555 3.263 -1.087 0.71
H 0.419 0.908 1.148 0.00
H -1.116 0.944 0.403 0.00
H 0.826 -1.413 0.745 0.00
H -1.105 -0.619 2.184 0.00
H -2.449 -0.979 0.836 0.00
H -1.617 -2.322 1.596 0.00
H -0.178 -2.835 -1.345 0.00
H 0.533 -1.099 -1.648 0.00
H -1.110 -1.492 -1.775 0.00
H 0.543 1.462 -1.640 0.00
H 2.527 1.862 0.123 0.06
H 0.810 2.512 0.691 0.07
```